# 1
Density functional theory data (ωB97M-V/def2-TZVPD) for C26H34F3N8O2P2Re as an isolated structure at a distorted geometry.

```
76
C26H34F3N8O2P2Re | the Open Molecules 2025 dataset | ωB97M-V/def2-TZVPD
Re 0.59 0.27 0.32
N -0.07 0.80 3.58
C -0.49 1.83 2.76
C -1.15 2.90 3.36
C -1.52 3.98 2.60
C -1.24 3.99 1.24
C -0.62 2.91 0.70
N -0.24 1.83 1.46
C 0.41 -0.46 3.32
C 0.76 -1.24 4.43
C 1.19 -2.52 4.25
C 1.23 -3.05 2.95
C 0.89 -2.25 1.91
N 0.54 -0.92 2.06
H -0.23 0.98 4.55
H -1.38 2.86 4.42
H -2.04 4.82 3.06
H -1.50 4.83 0.60
H -0.41 2.85 -0.36
H 0.66 -0.81 5.42
H 1.48 -3.12 5.10
H 1.50 -4.09 2.78
H 0.84 -2.62 0.90
N -0.54 -2.90 -1.52
N -0.20 -2.61 -2.86
C 0.35 -1.47 -3.24
N 0.59 -1.27 -4.52
N 0.59 -0.57 -2.23
N 0.94 0.66 -2.52
O 1.23 1.14 -3.59
O 0.94 1.42 -1.46
H -0.84 -3.87 -1.50
H -1.33 -2.32 -1.27
H -0.44 -3.28 -3.57
H 0.36 -1.96 -5.22
H 0.97 -0.39 -4.83
C 2.89 3.05 0.33
P 2.81 1.34 0.96
C 3.05 1.53 2.75
C 4.40 0.64 0.41
C 4.37 -0.85 0.58
P 2.97 -1.40 -0.42
C 3.58 -1.14 -2.13
C 3.05 -3.21 -0.27
H 3.79 3.54 0.71
H 2.01 3.61 0.65
H 2.92 3.04 -0.76
H 3.98 2.07 2.93
H 3.13 0.55 3.23
H 2.23 2.08 3.20
H 5.20 1.11 0.98
H 4.54 0.93 -0.63
H 4.18 -1.16 1.61
H 5.31 -1.32 0.26
H 4.61 -1.50 -2.20
H 3.55 -0.09 -2.42
H 2.98 -1.72 -2.83
H 3.99 -3.57 -0.69
H 2.22 -3.68 -0.81
H 3.00 -3.51 0.78
F -8.00 1.66 -3.07
C -7.73 0.38 -2.77
F -8.66 -0.08 -1.93
F -7.78 -0.34 -3.91
C -6.34 0.28 -2.18
C -5.27 0.74 -2.94
C -3.99 0.64 -2.44
C -3.77 0.07 -1.17
C -4.86 -0.38 -0.42
C -6.15 -0.28 -0.93
C -2.46 -0.02 -0.65
C -1.32 -0.09 -0.17
H -5.45 1.18 -3.91
H -3.14 1.00 -3.02
H -4.70 -0.80 0.57
H -6.99 -0.63 -0.35
```

## Properties
* highest occupied orbital energy (spin up / spin down): -15.76 / -16.02 eV
* energy relative to the best compared isomer or geometry (same formula, charge and spin): 0.000 eV
* Kohn-Sham gap (spin up / spin down): 0.2536 / 0.2136 hartree
* 2S+1: 4
* ⟨S²⟩: 3.799
* net charge: +3

# 2
Density functional theory data (ωB97M-V/def2-TZVPD) for one molecule with the formula C26H34N2O2.

```
64
C26H34N2O2 | the Open Molecules 2025 dataset | ωB97M-V/def2-TZVPD
C -1.97 -1.91 2.48
C -1.47 -2.92 1.45
C -2.57 -3.25 0.45
C -0.23 -2.45 0.74
C 0.97 -3.14 0.88
C 2.10 -2.76 0.17
C 2.07 -1.68 -0.70
C 3.29 -1.36 -1.53
N 4.24 -0.37 -1.04
C 4.47 -0.33 0.39
C 3.48 0.57 1.15
C 3.50 1.98 0.56
O 2.63 2.89 1.24
C 1.29 2.62 1.14
C 0.66 1.79 2.06
C -0.69 1.51 1.94
C -1.43 2.04 0.88
C -2.86 1.63 0.80
O -3.55 1.49 1.80
N -3.37 1.38 -0.43
C -2.69 1.28 -1.70
C -3.46 0.17 -2.43
C -4.90 0.43 -1.98
C -4.73 0.86 -0.52
C -0.82 2.94 0.01
C 0.53 3.23 0.14
C 3.21 1.90 -0.94
C 4.21 0.95 -1.61
C 0.88 -0.97 -0.82
C -0.24 -1.34 -0.10
H -1.17 -1.63 3.16
H -2.78 -2.33 3.06
H -2.33 -1.01 1.99
H -1.21 -3.85 1.99
H -2.21 -3.96 -0.30
H -3.42 -3.69 0.96
H -2.91 -2.35 -0.06
H 1.02 -3.99 1.54
H 3.01 -3.33 0.28
H 2.98 -1.05 -2.53
H 3.86 -2.30 -1.65
H 5.49 0.05 0.54
H 4.43 -1.35 0.78
H 3.75 0.60 2.20
H 2.47 0.15 1.06
H 4.49 2.42 0.72
H 1.23 1.37 2.87
H -1.18 0.88 2.66
H -2.79 2.22 -2.26
H -1.63 1.05 -1.57
H -3.12 -0.81 -2.09
H -3.34 0.22 -3.51
H -5.33 1.23 -2.56
H -5.53 -0.45 -2.07
H -4.84 0.02 0.18
H -5.45 1.63 -0.22
H -1.40 3.43 -0.75
H 1.00 3.92 -0.53
H 3.29 2.90 -1.39
H 2.20 1.54 -1.09
H 5.22 1.37 -1.50
H 4.00 0.87 -2.68
H 0.82 -0.13 -1.50
H -1.15 -0.77 -0.21
```

## Properties
* highest occupied orbital energy: -8.17 eV
* SMILES: CC(C)c1ccc(CN2CCC(Oc3ccc(C(=O)N4CCCC4)cc3)CC2)cc1
* energy relative to the best compared isomer or geometry (same formula, charge and spin): 1.768 eV
* Kohn-Sham gap: 0.3247 hartree

# 3
Density functional theory data (ωB97M-V/def2-TZVPD) for one molecule with the formula C26H34N4O.

```
65
C26H34N4O | the Open Molecules 2025 dataset | ωB97M-V/def2-TZVPD
C -4.40 -1.06 -0.75
O -3.46 -1.02 0.29
C -4.01 -0.73 1.56
C -4.64 0.67 1.63
N -3.85 1.60 0.87
C -4.47 2.85 0.50
C -3.33 3.59 -0.19
C -2.05 3.06 0.50
C -1.05 2.48 -0.51
N -1.65 1.45 -1.32
C -0.71 0.78 -2.21
C 0.47 0.18 -1.52
C 1.71 0.77 -1.39
N 2.45 -0.01 -0.57
C 3.76 0.18 -0.10
C 4.01 -0.14 1.23
C 5.27 0.02 1.78
C 5.53 -0.30 3.22
C 6.29 0.52 0.97
C 6.04 0.81 -0.36
C 4.79 0.64 -0.93
C 4.60 0.92 -2.39
N 1.74 -1.06 -0.14
C 0.55 -0.98 -0.71
C -0.44 -2.02 -0.46
C -0.62 -2.51 0.83
C -1.53 -3.51 1.09
C -2.27 -4.05 0.05
C -2.09 -3.59 -1.24
C -1.19 -2.57 -1.50
C -2.57 1.97 1.45
H -3.87 -1.45 -1.62
H -5.24 -1.73 -0.51
H -4.79 -0.06 -0.98
H -4.76 -1.48 1.83
H -3.17 -0.81 2.25
H -5.64 0.65 1.20
H -4.74 0.96 2.70
H -4.82 3.41 1.39
H -5.32 2.67 -0.15
H -3.43 4.67 -0.11
H -3.30 3.31 -1.24
H -1.55 3.85 1.06
H -0.16 2.13 0.05
H -0.72 3.28 -1.18
H -2.11 0.76 -0.73
H -0.35 1.53 -2.93
H -1.27 0.02 -2.76
H 2.08 1.69 -1.79
H 3.20 -0.52 1.82
H 4.71 -0.87 3.64
H 5.65 0.61 3.80
H 6.45 -0.88 3.32
H 7.28 0.66 1.38
H 6.85 1.17 -0.98
H 3.84 0.27 -2.82
H 4.31 1.95 -2.56
H 5.54 0.75 -2.92
H -0.03 -2.08 1.64
H -1.67 -3.88 2.09
H -2.99 -4.84 0.24
H -2.66 -4.02 -2.06
H -1.03 -2.23 -2.51
H -2.70 2.39 2.47
H -1.91 1.11 1.51
```

## Properties
* highest occupied orbital energy: -8.05 eV
* SMILES: COCCN1CC[C@H](CNCc2cn(-c3cc(C)ccc3C)nc2-c2ccccc2)C1
* energy relative to the best compared isomer or geometry (same formula, charge and spin): 0.013 eV
* Kohn-Sham gap: 0.3263 hartree

# 4
Density functional theory data (ωB97M-V/def2-TZVPD) for C26H34N4O2P2Ti as an isolated structure at a distorted geometry.

```
69
C26H34N4O2P2Ti | the Open Molecules 2025 dataset | ωB97M-V/def2-TZVPD
Ti -0.48 -1.15 1.27
C 2.52 1.33 0.27
P 0.75 0.93 0.41
C 0.17 1.27 -1.30
N 0.69 2.29 -1.93
C 0.24 2.61 -3.15
C 0.74 3.72 -3.85
C 0.25 4.01 -5.10
C -0.73 3.21 -5.70
C -1.27 2.13 -5.04
C -0.81 1.82 -3.75
N -1.33 0.78 -3.07
C -0.86 0.50 -1.89
P -1.52 -0.97 -1.02
C -3.32 -0.89 -1.27
C -0.85 -2.39 -2.07
C 0.67 -2.17 -2.15
C -1.19 -3.67 -1.31
C -1.45 -2.39 -3.47
C -0.06 2.36 1.33
C 0.33 2.24 2.81
C 0.36 3.72 0.78
C -1.58 2.17 1.17
H 2.62 2.23 -0.35
H 3.05 0.51 -0.21
H 2.96 1.51 1.26
H 1.50 4.33 -3.39
H 0.63 4.86 -5.65
H -1.08 3.45 -6.70
H -2.04 1.52 -5.48
H -3.53 -0.64 -2.32
H -3.74 -0.12 -0.62
H -3.75 -1.86 -1.01
H 1.09 -1.97 -1.15
H 0.90 -1.32 -2.79
H 1.16 -3.05 -2.57
H -0.81 -3.65 -0.28
H -0.76 -4.54 -1.81
H -2.27 -3.82 -1.27
H -1.36 -1.41 -3.93
H -2.50 -2.67 -3.46
H -0.92 -3.10 -4.09
H 1.39 2.40 2.95
H 0.05 1.27 3.23
H -0.19 3.01 3.39
H 1.42 3.91 0.97
H -0.21 4.51 1.27
H 0.18 3.80 -0.29
H -1.90 1.17 1.53
H -1.89 2.29 0.13
H -2.11 2.91 1.76
C 1.02 -2.55 1.52
C 1.33 -2.25 2.92
C 0.66 -2.94 3.96
C 1.03 -2.77 5.27
C 2.09 -1.91 5.59
C 2.74 -1.19 4.58
C 2.36 -1.35 3.26
C 2.56 -1.81 6.92
N 2.97 -1.74 7.99
H 0.58 -3.55 1.41
H 1.90 -2.41 0.87
H -0.12 -3.65 3.71
H 0.53 -3.31 6.06
H 3.56 -0.54 4.84
H 2.91 -0.85 2.47
O -1.14 -0.65 2.95
N -2.09 -1.48 2.86
O -2.08 -2.04 1.72
```

## Properties
* highest occupied orbital energy: -14.58 eV
* energy relative to the best compared isomer or geometry (same formula, charge and spin): 1.050 eV
* Kohn-Sham gap: 0.2280 hartree
* net charge: +2

# 5
Density functional theory data (ωB97M-V/def2-TZVPD) for one molecule with the formula C26H34N4O3.

```
67
C26H34N4O3 | the Open Molecules 2025 dataset | ωB97M-V/def2-TZVPD
C -3.62 -4.59 -0.56
C -4.27 -3.93 0.65
C -4.15 -2.44 0.57
C -5.13 -1.69 -0.09
C -5.01 -0.32 -0.22
C -3.90 0.34 0.31
N -3.74 1.69 0.18
C -2.67 2.43 0.64
O -2.62 3.63 0.44
C -1.64 1.65 1.33
C -0.41 2.38 1.80
N 0.74 2.03 0.98
C 0.95 2.77 -0.24
C 0.20 2.20 -1.46
N 0.78 0.94 -1.90
C 0.02 -0.25 -1.58
C -1.33 -0.44 -2.27
C 1.47 1.00 -3.17
C 0.62 1.24 -4.43
C 1.54 1.01 1.42
O 1.41 0.53 2.53
N 2.50 0.60 0.51
C 3.55 -0.25 0.84
C 4.13 -0.25 2.10
C 5.20 -1.07 2.39
C 5.72 -1.90 1.41
C 5.17 -1.91 0.14
C 4.08 -1.10 -0.16
O 3.47 -1.05 -1.39
C 3.96 -1.90 -2.39
C -1.78 0.31 1.49
C -2.90 -0.40 0.98
C -3.05 -1.79 1.10
H -3.71 -5.67 -0.51
H -4.09 -4.25 -1.48
H -2.56 -4.33 -0.61
H -5.32 -4.22 0.69
H -3.78 -4.29 1.56
H -5.99 -2.19 -0.50
H -5.77 0.25 -0.73
H -4.47 2.22 -0.29
H -0.59 3.45 1.74
H -0.18 2.09 2.82
H 2.02 2.82 -0.46
H 0.59 3.79 -0.07
H 0.25 2.95 -2.25
H -0.86 2.08 -1.19
H 0.66 -1.11 -1.80
H -0.15 -0.24 -0.50
H -1.88 -1.25 -1.79
H -1.22 -0.70 -3.32
H -1.94 0.46 -2.20
H 2.21 1.80 -3.09
H 2.01 0.06 -3.28
H -0.05 2.09 -4.29
H 0.03 0.37 -4.68
H 1.28 1.46 -5.26
H 2.25 0.65 -0.47
H 3.71 0.39 2.86
H 5.63 -1.06 3.38
H 6.56 -2.54 1.63
H 5.59 -2.56 -0.60
H 3.90 -2.95 -2.10
H 5.00 -1.65 -2.65
H 3.33 -1.74 -3.27
H -1.01 -0.24 2.01
H -2.28 -2.34 1.61
```

## Properties
* highest occupied orbital energy: -7.80 eV
* SMILES: CCc1ccc2[nH]c(=O)c(CN(CCN(CC)CC)C(=O)Nc3ccccc3OC)cc2c1
* energy relative to the best compared isomer or geometry (same formula, charge and spin): 1.499 eV
* Kohn-Sham gap: 0.2941 hartree

# 6
Density functional theory data (ωB97M-V/def2-TZVPD) for C26H35Cl2O9PPt as an isolated structure.

```
74
C26H35Cl2O9PPt | the Open Molecules 2025 dataset | ωB97M-V/def2-TZVPD
Pt 0.45 0.97 0.48
O -1.98 3.78 2.92
C -1.63 2.76 2.36
O -0.46 2.47 1.93
C -2.74 1.63 2.28
C -2.21 0.26 2.75
C -3.36 -0.71 2.99
C -3.78 -1.06 1.54
C -2.79 -0.20 0.73
O -1.61 -0.27 1.55
C -3.25 1.24 0.91
C -2.54 2.26 -0.33
O -3.34 3.13 -0.54
O -1.45 1.86 -0.71
H -3.55 2.01 2.90
H -1.46 0.31 3.53
H -4.16 -0.26 3.58
H -3.01 -1.60 3.51
H -4.82 -0.82 1.31
H -3.62 -2.11 1.31
H -2.56 -0.53 -0.28
H -4.31 1.41 0.73
C 3.81 2.63 1.16
C 3.07 2.20 2.42
P 2.02 0.72 2.27
C 3.11 -0.73 2.05
C 4.05 -1.08 3.20
C 1.24 0.57 3.91
C 2.04 1.03 5.13
H 4.44 3.49 1.39
H 3.10 2.91 0.38
H 4.45 1.83 0.79
H 2.39 2.99 2.75
H 3.76 2.02 3.25
H 3.65 -0.56 1.13
H 2.44 -1.57 1.83
H 4.69 -0.23 3.47
H 4.70 -1.90 2.91
H 3.51 -1.39 4.10
H 0.93 -0.48 4.01
H 0.33 1.17 3.84
H 3.01 0.54 5.22
H 1.48 0.83 6.04
H 2.22 2.11 5.09
C -2.92 -3.58 -5.88
C -2.07 -2.79 -4.92
C -1.91 -1.42 -5.08
C -1.14 -0.66 -4.21
C -1.00 0.82 -4.43
C -0.54 -1.31 -3.12
C -0.69 -2.69 -2.93
C -0.04 -3.40 -1.77
C -1.45 -3.41 -3.84
C 0.23 -0.51 -2.14
O 1.18 0.21 -2.60
O -0.10 -0.59 -0.93
H -3.01 -3.07 -6.84
H -3.93 -3.72 -5.48
H -2.50 -4.57 -6.05
H -2.39 -0.92 -5.92
H -1.71 1.16 -5.19
H 0.01 1.08 -4.76
H -1.18 1.39 -3.51
H 0.96 -3.02 -1.57
H 0.03 -4.46 -1.98
H -0.62 -3.26 -0.85
H -1.54 -4.48 -3.71
Cl 2.79 2.45 -3.79
C 3.28 1.47 -2.40
Cl 4.21 0.05 -2.91
C 2.10 1.10 -1.51
O 1.35 2.10 -1.12
O 2.40 0.26 -0.54
H 3.95 2.09 -1.80
```

## Properties
* highest occupied orbital energy (spin up / spin down): -8.11 / -8.98 eV
* energy relative to the best compared isomer or geometry (same formula, charge and spin): 0.000 eV
* Kohn-Sham gap (spin up / spin down): 0.3075 / 0.2166 hartree
* 2S+1: 5
* ⟨S²⟩: 6.017

# 7
Density functional theory data (ωB97M-V/def2-TZVPD) for C26H35FHgNO18 as an isolated structure at a distorted geometry.

```
82
C26H35FHgNO18 | the Open Molecules 2025 dataset | ωB97M-V/def2-TZVPD
Hg 1.40 1.05 2.53
N -0.80 0.43 0.53
O 0.31 0.90 0.20
O -1.68 0.27 -0.28
O -0.77 0.15 1.73
F 1.60 4.72 -5.03
C 2.21 4.39 -3.88
C 1.49 3.72 -2.89
C 2.26 3.25 -1.80
C 3.61 3.60 -1.68
C 4.29 4.34 -2.63
C 3.57 4.70 -3.74
H 0.44 3.50 -3.00
H 1.78 2.66 -1.03
H 4.06 3.23 -0.77
H 5.33 4.63 -2.56
H 4.08 5.25 -4.52
C -1.63 -0.15 -4.48
C -2.46 1.12 -4.46
C -2.30 1.93 -3.19
O -2.26 3.25 -3.67
C -2.07 3.28 -5.02
O -1.97 4.23 -5.75
O -2.02 2.03 -5.48
H -1.95 -0.85 -5.26
H -1.74 -0.77 -3.59
H -0.58 0.14 -4.49
H -3.51 0.95 -4.67
H -1.36 1.68 -2.68
H -3.11 1.73 -2.50
C -3.71 3.22 6.89
C -3.09 1.83 6.40
C -3.74 1.06 5.28
O -2.68 0.89 4.32
C -1.53 1.52 4.76
O -0.49 1.48 4.05
O -1.79 2.15 5.86
H -3.24 3.57 7.81
H -4.77 3.15 7.14
H -3.61 3.89 6.04
H -3.11 1.12 7.24
H -4.58 1.68 4.96
H -4.08 0.13 5.73
C 3.94 -5.07 0.76
C 2.68 -4.27 0.26
C 1.46 -4.51 1.27
O 1.17 -3.16 1.64
C 2.06 -2.28 1.17
O 2.13 -1.07 1.47
O 3.02 -2.92 0.52
H 3.92 -6.12 0.47
H 3.98 -5.06 1.85
H 4.84 -4.59 0.37
H 2.52 -4.49 -0.79
H 1.73 -4.97 2.22
H 0.65 -5.13 0.87
C 4.78 -0.11 -2.07
C 3.25 -0.39 -2.06
C 2.59 0.16 -3.29
O 2.07 -0.94 -3.98
C 2.34 -2.06 -3.28
O 1.96 -3.15 -3.63
O 3.02 -1.78 -2.23
H 4.99 0.96 -2.21
H 5.31 -0.74 -2.79
H 5.25 -0.42 -1.14
H 2.66 -0.08 -1.20
H 3.27 0.64 -4.00
H 1.79 0.88 -3.14
C -2.10 -3.23 1.30
C -2.79 -2.69 2.53
C -3.84 -1.54 2.30
O -4.92 -1.88 3.14
C -4.79 -3.16 3.64
O -5.65 -3.71 4.28
O -3.58 -3.65 3.20
H -1.53 -2.45 0.81
H -2.91 -3.48 0.61
H -1.49 -4.09 1.58
H -2.00 -2.34 3.20
H -4.18 -1.47 1.27
H -3.36 -0.64 2.70
```

## Properties
* highest occupied orbital energy: -11.31 eV
* energy relative to the best compared isomer or geometry (same formula, charge and spin): 3.872 eV
* Kohn-Sham gap: 0.1190 hartree
* net charge: +1

> Which of these has the highest energy relative to the best compared isomer or geometry (same formula, charge and spin)?

C26H35FHgNO18

> Number 4 is which compound?

C26H34N4O2P2Ti